1.
{"formula": "C55H50MnN11O12", "method": "ωB97M-V/def2-TZVPD", "s2": 1.198, "charge": -1, "multiplicity": 2, "total_energy_ev": -130126.93908, "elements": ["Mn", "C", "O", "C", "C", "C", "C", "C", "C", "N", "C", "N", "C", "C", "C", "C", "C", "C", "O", "C", "N", "C", "C", "C", "C", "C", "C", "O", "C", "H", "H", "H", "H", "H", "H", "H", "H", "H", "H", "H", "H", "H", "H", "H", "H", "H", "H", "H", "H", "H", "H", "O", "C", "O", "C", "C", "C", "C", "C", "C", "O", "N", "O", "O", "N", "O", "O", "H", "H", "C", "O", "C", "C", "C", "C", "C", "C", "C", "N", "C", "C", "N", "C", "C", "C", "C", "N", "C", "C", "N", "C", "C", "C", "C", "H", "H", "H", "H", "H", "H", "H", "H", "H", "H", "H", "H", "H", "H", "C", "N", "C", "C", "C", "N", "C", "C", "O", "H", "H", "H", "H", "H", "H", "H", "H", "H", "H", "H", "H"], "positions_angstrom": [[1.01642, 0.34499, -1.06005], [-5.61673, 4.34706, -3.01084], [-4.77248, 3.26369, -2.69589], [-5.10929, 2.03599, -3.19575], [-6.27819, 1.75925, -3.87481], [-6.52685, 0.46581, -4.33587], [-5.60416, -0.53095, -4.09789], [-4.42543, -0.25715, -3.40999], [-4.14998, 1.02767, -2.95812], [-3.01874, 1.40689, -2.26028], [-1.79935, 0.73305, -2.14854], [-1.41569, 0.10438, -3.27115], [-0.24854, -0.63830, -3.59179], [0.86165, -0.71955, -2.75302], [1.91700, -1.50571, -3.24838], [1.88346, -2.14080, -4.47979], [0.77393, -1.99552, -5.30862], [-0.28376, -1.23397, -4.85936], [-1.40236, -1.02449, -5.66739], [-1.19557, 0.03619, -6.59534], [-1.13159, 0.74679, -1.04145], [-1.69770, 1.36999, 0.09226], [-2.01152, 0.61726, 1.21428], [-2.48445, 1.20474, 2.38253], [-2.63261, 2.57641, 2.44896], [-2.33854, 3.35889, 1.33547], [-1.89085, 2.76478, 0.16445], [-1.64281, 3.45513, -0.97933], [-2.05551, 4.80438, -1.04841], [-5.15086, 5.23039, -2.58157], [-6.61331, 4.21541, -2.57842], [-5.70477, 4.47603, -4.09311], [-7.00098, 2.54194, -4.05753], [-7.44046, 0.25630, -4.87627], [-5.78404, -1.53825, -4.45032], [-3.70976, -1.04836, -3.23790], [-3.01059, 2.35215, -1.91072], [-1.99975, 0.28755, -4.07041], [2.81683, -1.58797, -2.64652], [2.72903, -2.73167, -4.81448], [0.72264, -2.45352, -6.28916], [-0.36956, -0.19487, -7.27314], [-0.97063, 0.97341, -6.07455], [-2.11739, 0.14596, -7.16524], [-1.86834, -0.45347, 1.15921], [-2.72943, 0.58388, 3.23548], [-2.99429, 3.04952, 3.35388], [-2.47721, 4.43065, 1.38030], [-1.88324, 5.11723, -2.07548], [-1.47196, 5.43753, -0.37142], [-3.11804, 4.90296, -0.80069], [4.90982, 1.55399, -2.15765], [3.67670, 1.51256, -2.20675], [2.95743, 0.76735, -1.47071], [2.97097, 2.43234, -3.19127], [3.76271, 3.14406, -4.05301], [3.22450, 4.07522, -4.94881], [1.86386, 4.31364, -4.97967], [1.05149, 3.57553, -4.15160], [1.53464, 2.61603, -3.18090], [0.75434, 2.10009, -2.34433], [-0.36822, 3.86714, -4.22900], [-0.70757, 5.03585, -4.39841], [-1.16549, 2.95212, -4.19249], [4.08596, 4.81605, -5.83489], [5.28781, 4.60010, -5.79627], [3.57819, 5.63050, -6.59812], [4.83022, 2.98359, -4.00520], [1.44380, 5.05154, -5.64584], [2.03005, -9.35345, 9.29599], [0.99046, -9.24742, 8.34535], [1.09920, -8.26681, 7.40810], [0.10886, -8.24895, 6.42590], [0.13154, -7.29273, 5.43618], [1.14136, -6.32579, 5.39806], [2.11738, -6.35167, 6.38426], [2.10661, -7.31239, 7.38941], [1.12428, -5.32521, 4.32645], [0.16907, -5.19545, 3.43786], [0.55716, -4.14538, 2.63866], [1.76264, -3.63795, 3.05365], [2.11952, -4.40099, 4.14147], [2.43284, -2.54848, 2.41390], [3.66674, -2.01709, 2.79708], [4.18731, -0.97606, 2.07093], [3.47620, -0.47624, 0.97292], [2.30046, -0.95749, 0.59871], [1.77948, -1.97522, 1.30408], [0.48380, -2.48840, 0.86308], [-0.07384, -1.86344, -0.18243], [-1.20019, -2.34471, -0.66783], [-1.86720, -3.44201, -0.11184], [-1.33579, -4.05527, 0.99775], [-0.12278, -3.58240, 1.50630], [1.80629, -10.23415, 9.89162], [2.06495, -8.47604, 9.94825], [3.00093, -9.48143, 8.80939], [-0.66846, -9.00051, 6.46100], [-0.63084, -7.27279, 4.66988], [2.90910, -5.61242, 6.40127], [2.87956, -7.29739, 8.14387], [2.96486, -4.32145, 4.67450], [4.20342, -2.42217, 3.64813], [5.14398, -0.53941, 2.32391], [3.86024, 0.32027, 0.34761], [-1.60301, -1.83385, -1.53338], [-2.79265, -3.78464, -0.55510], [-1.82008, -4.89654, 1.47641], [1.65576, 4.20373, 0.00709], [1.51239, 3.73349, 1.36987], [1.44583, 4.72960, 2.41609], [2.03184, 4.16894, 3.69481], [1.27553, 2.90965, 4.05979], [1.15515, 2.02408, 2.92112], [0.85155, 0.64631, 3.23596], [1.25068, 2.41853, 1.60609], [1.12633, 1.59878, 0.70096], [2.60459, 4.73426, -0.10398], [0.83817, 4.87956, -0.26139], [1.62713, 3.35351, -0.66469], [0.40774, 5.05356, 2.58115], [2.00795, 5.60231, 2.08031], [1.97191, 4.89449, 4.50715], [3.08448, 3.93089, 3.52438], [0.27654, 3.15929, 4.44491], [1.79830, 2.36928, 4.85511], [1.70536, 0.16557, 3.72630], [0.61715, 0.11453, 2.32142], [-0.01266, 0.59578, 3.90331]], "forces_ev_per_angstrom": [[-0.216, 0.579, -0.870], [-0.007, 0.013, -0.013], [-0.004, -0.010, 0.025], [0.030, -0.024, -0.022], [-0.014, -0.005, 0.003], [-0.021, 0.015, 0.002], [0.002, -0.036, -0.020], [0.022, 0.043, 0.026], [0.035, 0.066, -0.099], [-0.197, -0.200, 0.167], [-0.028, 0.138, -0.235], [-0.046, -0.030, 0.039], [0.026, 0.048, 0.012], [0.113, -0.078, 0.103], [-0.031, 0.008, -0.001], [-0.007, -0.012, -0.027], [-0.005, -0.002, 0.002], [-0.025, 0.019, 0.046], [0.024, -0.044, -0.010], [0.005, 0.023, 0.012], [0.183, -0.192, 0.345], [0.018, 0.042, 0.025], [0.041, 0.001, -0.017], [0.026, -0.016, 0.033], [-0.002, 0.020, 0.019], [-0.004, 0.026, -0.002], [-0.001, -0.089, 0.092], [0.035, 0.082, -0.040], [0.031, 0.072, 0.021], [-0.002, 0.010, -0.005], [0.005, 0.008, 0.000], [0.002, 0.002, 0.008], [0.003, -0.006, -0.003], [-0.001, 0.000, 0.001], [-0.003, -0.001, -0.001], [0.032, -0.007, 0.005], [0.084, -0.011, -0.099], [-0.050, 0.004, -0.016], [-0.001, 0.000, 0.005], [0.005, -0.002, -0.004], [-0.002, 0.002, -0.003], [-0.004, -0.003, 0.003], [0.004, -0.003, -0.016], [-0.002, 0.003, 0.004], [-0.003, -0.026, 0.003], [0.000, -0.002, 0.001], [0.003, 0.000, 0.001], [0.002, -0.009, 0.007], [0.006, 0.014, -0.011], [-0.005, -0.016, -0.015], [0.013, -0.006, -0.010], [0.047, 0.021, -0.011], [-0.100, -0.011, 0.006], [0.107, -0.145, 0.285], [-0.050, -0.035, 0.004], [-0.003, 0.014, -0.018], [-0.002, -0.003, 0.013], [-0.028, -0.054, 0.022], [0.082, 0.045, 0.117], [0.038, 0.045, 0.126], [-0.002, -0.100, 0.013], [0.015, 0.037, -0.367], [0.012, 0.093, 0.158], [-0.079, -0.154, 0.132], [0.003, -0.053, -0.055], [0.008, 0.019, 0.020], [-0.009, 0.029, 0.006], [0.002, -0.006, 0.001], [0.002, 0.002, -0.003], [0.001, 0.006, 0.032], [0.014, -0.025, -0.047], [-0.025, 0.001, 0.040], [-0.001, 0.009, -0.009], [0.021, 0.006, 0.015], [0.018, -0.004, 0.019], [-0.047, 0.005, -0.032], [0.015, -0.007, -0.005], [-0.003, 0.018, -0.004], [0.042, 0.008, 0.022], [0.011, 0.000, 0.013], [-0.014, -0.004, 0.022], [-0.076, -0.023, -0.040], [-0.071, 0.039, -0.106], [0.006, 0.000, 0.013], [0.055, 0.053, -0.026], [-0.104, -0.045, -0.063], [0.015, -0.134, 0.245], [0.077, -0.035, -0.021], [-0.049, 0.000, -0.010], [0.014, -0.175, 0.055], [0.034, 0.019, 0.032], [-0.002, -0.007, 0.013], [-0.014, 0.003, -0.018], [0.016, 0.053, -0.054], [0.004, 0.006, 0.009], [0.009, -0.008, -0.009], [-0.008, -0.010, 0.014], [0.001, -0.004, 0.001], [-0.003, 0.006, -0.007], [0.002, 0.008, -0.008], [-0.007, 0.002, -0.013], [0.023, -0.003, 0.011], [0.007, -0.001, -0.002], [0.002, 0.003, -0.006], [0.010, 0.037, -0.020], [0.000, 0.008, -0.015], [0.000, -0.006, 0.006], [-0.004, -0.001, -0.002], [-0.031, -0.013, -0.090], [0.000, 0.089, 0.018], [-0.014, 0.030, 0.016], [0.031, -0.016, -0.016], [-0.031, 0.003, 0.013], [0.038, 0.004, -0.025], [-0.018, 0.015, -0.012], [-0.059, -0.226, 0.074], [0.072, 0.148, 0.149], [-0.010, -0.011, -0.016], [-0.003, 0.003, 0.001], [-0.002, -0.012, -0.061], [0.006, 0.001, -0.002], [0.012, -0.009, 0.000], [-0.021, 0.006, -0.006], [0.000, 0.010, 0.013], [0.007, 0.016, -0.003], [-0.006, 0.004, -0.005], [0.000, -0.011, -0.014], [-0.038, 0.012, -0.019], [-0.021, 0.006, 0.018]]}

2.
{"formula": "C47H58N4O2P2S2V", "method": "ωB97M-V/def2-TZVPD", "s2": 3.814, "charge": 0, "multiplicity": 4, "total_energy_ev": -125670.13895, "elements": ["V", "C", "C", "C", "C", "C", "C", "C", "C", "C", "C", "H", "H", "H", "H", "H", "H", "H", "H", "H", "H", "H", "H", "H", "H", "H", "C", "S", "C", "C", "C", "N", "P", "C", "C", "C", "C", "C", "C", "C", "C", "C", "C", "C", "C", "P", "C", "C", "C", "C", "C", "C", "C", "C", "C", "C", "C", "C", "H", "H", "H", "H", "H", "H", "H", "H", "H", "H", "H", "H", "H", "H", "H", "H", "H", "H", "H", "H", "H", "H", "H", "H", "H", "H", "H", "H", "H", "C", "C", "C", "S", "O", "C", "C", "C", "H", "H", "H", "H", "H", "H", "H", "H", "H", "H", "H", "H", "H", "H", "O", "N", "C", "C", "N", "C", "N"], "positions_angstrom": [[1.56809, 0.56020, 0.22235], [3.25503, -0.59094, 1.16721], [3.77130, 0.17376, 0.08584], [3.58525, 1.56537, 0.39400], [2.94472, 1.65235, 1.65295], [2.71088, 0.32869, 2.12480], [2.21708, 0.00622, 3.50552], [2.70955, 2.90337, 2.44451], [4.28120, 2.67636, -0.32966], [4.61375, -0.30850, -1.05575], [3.40882, -2.07148, 1.35029], [2.89481, 0.42916, 4.25117], [2.16938, -1.06995, 3.66677], [1.22534, 0.42099, 3.69619], [3.62945, 3.19463, 2.95910], [1.93255, 2.75446, 3.19428], [2.39871, 3.72845, 1.80490], [5.35717, 2.58987, -0.15628], [3.96354, 3.65472, 0.03169], [4.11884, 2.63077, -1.41008], [5.66650, -0.11373, -0.83519], [4.36711, 0.20448, -1.98192], [4.49619, -1.37790, -1.22881], [3.99831, -2.28300, 2.24500], [3.93043, -2.51123, 0.50185], [2.45766, -2.58238, 1.46619], [-5.49290, -2.95526, -1.36028], [-4.94420, -3.73848, 0.17427], [-3.44895, -4.59875, -0.40608], [-2.14478, -3.95442, 0.06032], [-2.00296, -2.54937, -0.51341], [-0.73143, -1.84695, -0.20775], [0.45618, -1.67695, -1.46104], [0.59768, -3.43936, -2.00838], [1.58484, -4.19713, -1.36963], [1.77898, -5.53804, -1.68204], [0.98772, -6.14219, -2.64996], [0.00781, -5.40007, -3.30065], [-0.18340, -4.05758, -2.98657], [-0.49147, -0.95862, -2.84829], [-1.65798, -0.22656, -2.65051], [-2.30044, 0.37884, -3.72170], [-1.77033, 0.27393, -5.00049], [-0.58217, -0.41935, -5.20234], [0.05754, -1.02562, -4.12960], [-0.44239, -0.91269, 1.21173], [-2.12585, -0.32083, 1.57988], [-3.07685, -1.02867, 2.30987], [-4.37867, -0.55125, 2.40414], [-4.73759, 0.64219, 1.78566], [-3.79091, 1.35553, 1.05999], [-2.49629, 0.86937, 0.95462], [-0.20109, -2.20010, 2.49695], [0.26165, -3.46629, 2.16100], [0.48593, -4.42448, 3.14428], [0.26794, -4.11536, 4.48003], [-0.18695, -2.84809, 4.82834], [-0.41742, -1.89955, 3.84352], [-6.42693, -2.43958, -1.13360], [-5.67961, -3.71026, -2.12328], [-4.75863, -2.22958, -1.71649], [-3.49483, -4.63194, -1.49794], [-3.52171, -5.61877, -0.03240], [-1.31055, -4.57607, -0.27857], [-2.12924, -3.92461, 1.15069], [-2.84648, -1.95225, -0.17045], [-2.07468, -2.62159, -1.59505], [2.21322, -3.72049, -0.62203], [2.55287, -6.10663, -1.17811], [1.14236, -7.18400, -2.90807], [-0.60898, -5.86665, -4.06124], [-0.94350, -3.49388, -3.51491], [-2.05000, -0.10299, -1.64620], [-3.20363, 0.95556, -3.55607], [-2.26578, 0.75357, -5.83659], [-0.14688, -0.47695, -6.19381], [1.00201, -1.53802, -4.28536], [-2.82142, -1.96088, 2.80001], [-5.11903, -1.12794, 2.94845], [-5.75731, 1.00525, 1.86207], [-4.06090, 2.28573, 0.56812], [-1.75842, 1.40722, 0.37561], [0.42918, -3.71612, 1.11958], [0.82249, -5.41641, 2.86298], [0.45113, -4.85916, 5.24747], [-0.36982, -2.60200, 5.86806], [-0.78198, -0.91749, 4.12546], [-1.01108, 6.16976, 3.65972], [-0.46944, 5.43685, 2.43153], [-1.59179, 4.94964, 1.52982], [-1.01857, 3.83502, 0.21720], [0.01486, 2.96264, 0.91100], [-0.13587, 5.06920, -0.79335], [1.37946, 4.89700, -0.72770], [2.05531, 5.52061, -1.94855], [-0.19438, 6.53050, 4.28965], [-1.63830, 5.50679, 4.26347], [-1.61698, 7.03438, 3.36832], [0.11282, 4.56820, 2.73750], [0.19802, 6.09934, 1.87321], [-2.12805, 5.76537, 1.03095], [-2.31517, 4.35624, 2.10096], [-0.46050, 6.06744, -0.48784], [-0.48909, 4.89064, -1.80970], [1.60357, 3.83209, -0.68298], [1.76377, 5.34586, 0.19042], [1.68823, 5.05269, -2.86604], [3.14062, 5.39084, -1.90890], [1.84438, 6.59276, -2.01498], [0.77745, 1.18472, -1.10311], [0.13810, 1.99364, -1.99302], [0.72552, 1.92764, -3.20920], [1.89439, 1.15656, -3.47422], [2.85814, 0.53221, -3.62635], [0.14668, 2.72841, -4.23573], [-0.30798, 3.39732, -5.06324]], "forces_ev_per_angstrom": [[0.773, -1.581, 2.886], [0.284, 0.374, 0.177], [0.286, 0.198, 0.403], [0.350, -0.418, 0.178], [0.056, -0.132, 0.227], [0.610, 0.065, 0.085], [-0.009, -0.022, -0.136], [-0.068, -0.049, -0.141], [-0.276, 0.013, -0.223], [-0.191, -0.034, 0.029], [-0.028, 0.114, -0.024], [0.009, -0.016, 0.011], [-0.016, 0.015, -0.001], [0.006, 0.005, 0.024], [0.007, -0.003, 0.036], [-0.006, 0.018, -0.026], [-0.036, -0.025, 0.024], [0.014, 0.024, -0.019], [-0.026, -0.025, -0.038], [-0.001, 0.030, 0.065], [0.040, -0.037, 0.037], [0.006, -0.048, -0.006], [-0.021, 0.017, -0.031], [0.027, -0.002, 0.014], [0.000, -0.010, -0.014], [-0.072, -0.067, 0.026], [0.080, 0.065, 0.116], [-0.087, -0.044, -0.046], [0.013, 0.103, 0.066], [-0.079, 0.055, -0.095], [0.306, -0.063, 0.333], [-0.039, 0.161, -0.242], [-0.299, -0.552, 0.191], [0.204, -0.007, 0.010], [-0.037, 0.009, -0.037], [-0.046, 0.077, 0.049], [-0.051, 0.054, -0.030], [0.012, 0.068, 0.059], [0.024, -0.093, 0.045], [0.077, -0.050, -0.031], [-0.035, -0.073, 0.028], [-0.020, -0.007, -0.053], [0.014, -0.067, -0.005], [-0.059, -0.087, 0.025], [-0.136, -0.133, -0.059], [-0.187, -0.936, -0.781], [0.102, 0.319, 0.056], [-0.126, 0.002, 0.079], [-0.015, 0.045, -0.023], [0.033, -0.122, 0.048], [-0.066, 0.002, -0.041], [0.001, 0.002, -0.030], [0.017, 0.233, 0.207], [0.010, -0.137, 0.018], [-0.005, 0.052, 0.007], [0.009, 0.004, -0.046], [-0.004, -0.005, -0.009], [-0.031, -0.033, 0.018], [0.069, -0.015, -0.048], [-0.006, 0.055, -0.006], [-0.085, -0.035, -0.016], [0.012, -0.074, 0.045], [0.074, -0.046, -0.060], [0.026, -0.008, 0.075], [0.032, -0.029, 0.021], [-0.057, 0.127, -0.013], [-0.046, 0.068, -0.166], [-0.011, -0.045, -0.076], [-0.040, 0.046, -0.029], [-0.022, 0.066, 0.025], [0.044, 0.039, 0.042], [0.030, 0.024, 0.012], [-0.035, -0.037, -0.063], [0.047, -0.039, 0.010], [0.048, 0.006, 0.066], [-0.016, 0.017, 0.072], [-0.079, 0.007, -0.021], [0.004, 0.029, -0.074], [0.067, 0.068, -0.034], [0.092, -0.014, 0.001], [0.044, -0.103, 0.033], [0.040, 0.019, -0.025], [-0.024, 0.005, 0.044], [0.017, 0.079, 0.008], [-0.038, 0.048, -0.049], [0.024, -0.004, -0.055], [0.009, -0.028, 0.000], [-0.010, 0.029, -0.083], [-0.124, 0.119, 0.100], [-0.107, -0.053, -0.031], [0.533, -0.266, 0.692], [-0.572, 0.385, -0.290], [0.187, -0.063, -0.183], [-0.043, 0.116, -0.195], [-0.047, 0.047, 0.040], [-0.073, -0.037, -0.034], [0.050, 0.068, -0.046], [0.055, -0.086, 0.057], [0.071, 0.006, -0.019], [0.005, -0.043, -0.005], [-0.010, -0.082, 0.108], [0.047, 0.079, -0.041], [0.047, -0.085, -0.022], [0.034, -0.015, -0.043], [0.019, -0.040, 0.025], [0.009, -0.035, 0.046], [0.047, 0.014, 0.038], [-0.112, 0.008, 0.003], [0.043, -0.074, -0.004], [-2.461, 2.614, -4.224], [0.886, -0.472, 0.898], [0.140, 0.067, -0.158], [-0.087, 0.306, 0.160], [-0.262, 0.151, -0.134], [0.121, 0.028, -0.010], [0.094, -0.159, 0.243]]}

> Which of these has the highest multiplicity?

C47H58N4O2P2S2V